DFT (ωB97M-V/def2-TZVPD) results for a 7-piece molecular cluster, C32H41Cl12NO6P2S2 overall at a distorted geometry.

XYZ file:
```
96
Properties=species:S:1:pos:R:3:mulliken_charge:R:1
C 7.727 -3.136 -0.982 -0.62
C 6.443 -3.356 0.016 -0.46
P 6.186 -1.865 1.207 0.48
C 5.943 -0.222 0.198 -0.99
C 4.595 -2.252 2.224 0.15
C 4.727 -2.744 3.785 -0.44
C 3.411 -3.067 4.709 0.04
N 3.464 -3.495 6.191 -0.42
C 3.255 -2.278 6.852 0.35
S 3.239 -0.695 7.562 -0.11
C 1.861 -2.906 4.103 -0.10
C 1.748 -2.406 2.546 0.15
C 3.080 -2.076 1.590 0.16
C 2.787 -1.540 0.033 0.22
O 3.472 -1.969 -1.040 -0.49
C 1.522 -0.452 -0.084 0.33
C 1.553 0.891 -1.042 -0.78
C 0.220 1.899 -1.000 -0.97
C -1.087 1.563 -0.012 0.83
P -2.561 2.795 0.031 0.49
O -2.909 3.054 1.753 -0.48
O -3.968 2.273 -0.852 -0.26
S -1.875 4.508 -0.628 -0.40
C -1.147 0.197 0.938 -0.07
C -2.462 -0.135 1.867 -0.49
C -2.150 0.297 3.430 0.52
O -2.906 -0.331 4.373 -0.55
O -1.137 1.288 3.825 -0.47
C 0.191 -0.780 0.874 0.14
C 0.260 -2.154 1.825 0.07
O -0.761 -2.996 2.005 -0.55
H 7.509 -2.168 -1.629 0.23
H 7.804 -4.062 -1.709 0.34
H 8.762 -3.008 -0.412 -0.03
H 5.494 -3.589 -0.637 0.35
H 6.630 -4.302 0.714 0.31
H 6.986 0.332 0.100 0.31
H 5.235 0.511 0.793 0.32
H 5.556 -0.404 -0.891 0.24
H 5.782 -2.848 4.284 0.28
H 0.924 -3.119 4.773 -0.01
H 2.489 1.120 -1.716 0.39
H 0.286 2.857 -1.669 0.54
H -2.361 3.817 2.106 0.33
H -4.050 1.290 -0.646 0.36
H -2.745 -1.294 1.891 0.33
H -3.433 0.396 1.422 0.13
H -0.235 1.092 3.424 0.37
Cl 1.065 -3.995 9.544 -0.17
C 0.319 -5.444 8.825 -0.44
C 0.769 -5.670 7.391 -0.50
Cl 0.141 -4.425 6.283 -0.18
H -0.768 -5.336 8.893 0.31
H 0.615 -6.294 9.446 0.30
H 0.394 -6.633 7.030 0.38
H 1.861 -5.678 7.308 0.30
Cl -4.770 1.735 -4.791 -0.22
C -6.028 1.978 -3.555 0.11
C -7.384 2.287 -4.167 -0.24
Cl -7.420 3.886 -4.952 -0.18
H -5.697 2.778 -2.885 0.40
H -6.085 1.052 -2.975 -0.39
H -8.151 2.301 -3.387 0.15
H -7.670 1.537 -4.912 0.33
Cl -6.789 9.809 -7.458 -0.19
C -6.530 8.224 -6.688 -0.42
C -7.217 8.123 -5.335 -0.14
Cl -6.459 9.178 -4.116 -0.19
H -5.452 8.058 -6.606 0.32
H -6.939 7.471 -7.368 0.28
H -7.144 7.099 -4.956 0.01
H -8.277 8.387 -5.400 0.33
Cl -6.975 -0.213 -1.825 -0.13
C -8.378 -1.307 -1.904 -0.49
C -9.227 -1.066 -3.142 -0.49
Cl -10.070 0.502 -3.085 -0.18
H -8.960 -1.181 -0.986 0.34
H -7.983 -2.327 -1.917 0.30
H -9.998 -1.838 -3.220 0.36
H -8.624 -1.094 -4.055 0.31
Cl -0.385 0.290 -6.931 -0.19
C -1.204 1.741 -6.302 -0.13
C -0.259 2.641 -5.521 -0.56
Cl 0.263 1.900 -3.988 -0.08
H -2.049 1.415 -5.687 0.04
H -1.601 2.280 -7.166 0.33
H -0.764 3.577 -5.265 0.30
H 0.636 2.885 -6.102 0.35
Cl 10.973 -1.674 -0.166 -0.18
C 11.093 -1.105 1.517 -0.42
C 10.539 -2.118 2.507 -0.67
Cl 8.771 -2.292 2.373 -0.13
H 10.573 -0.145 1.590 0.30
H 12.154 -0.932 1.718 0.35
H 10.747 -1.791 3.530 0.34
H 10.988 -3.106 2.367 0.33
```

Values from the calculation:
E_HOMO, eV: -8.007
Spin multiplicity: 1
E_tot, eV: -238119.5586
SMILES: CCP(C)c1cc(N=C=S)cc2c1C(=O)c1ccc(P(O)(O)=S)c(CC(=O)O)c1C2=O.ClCCCl.ClCCCl.ClCCCl.ClCCCl.ClCCCl.ClCCCl
ΔE to the lowest compared entry with this formula, charge and spin, eV: 25.558